ORCA calculation (wB97M-V/def2-TZVPD) on a 13-piece molecular cluster, C13H52O13 overall.

## Properties
Energy relative to the best compared isomer or geometry (same formula, charge and spin) (kcal per mole): 19.9
E_LUMO (eV): 0.350
Energy (eV): -40937.1598

Bonds (Å) are listed after each position.
Atoms and positions in Å:
1 O -8.52 -16.76 0.42  C23 1.431, H67 0.972
2 O -9.86 -17.34 2.81  C20 1.449, H69 0.964
3 O -11.09 -16.16 -0.47  C25 1.443, H36 0.974
4 O -14.68 -16.60 0.63  C17 1.420, H50 0.959
5 O -8.04 -13.28 -1.62  C14 1.426, H72 0.962
6 O -11.02 -9.42 2.47  C19 1.421, H31 0.967
7 O -11.06 -12.96 6.55  C24 1.440, H33 0.959
8 O -12.76 -12.18 -0.87  C21 1.421, H71 0.963
9 O -10.93 -14.55 1.93  C16 1.440, H68 0.970
10 O -7.30 -12.24 0.88  C18 1.437, H52 0.972
11 O -12.29 -11.99 2.31  C15 1.436, H62 0.971
12 O -11.98 -15.69 6.35  C22 1.408, H44 0.968
13 O -6.96 -12.22 3.72  C26 1.418, H30 0.968
14 C -8.82 -14.31 -2.23  O5 1.426, H38 1.093, H42 1.089, H53 1.091
15 C -13.71 -12.01 2.52  O11 1.436, H27 1.086, H37 1.092, H54 1.090
16 C -9.54 -14.19 1.78  O9 1.440, H34 1.094, H46 1.090, H70 1.089
17 C -14.34 -15.86 1.79  O4 1.420, H45 1.095, H51 1.091, H78 1.094
18 C -6.41 -11.13 0.71  O10 1.437, H48 1.097, H57 1.089, H58 1.092
19 C -9.65 -9.75 2.69  O6 1.421, H41 1.095, H65 1.088, H66 1.097
20 C -9.18 -18.49 3.36  O2 1.449, H43 1.089, H49 1.094, H55 1.087
21 C -11.45 -11.62 -0.79  O8 1.421, H28 1.090, H59 1.095, H73 1.097
22 C -11.94 -16.26 5.06  O12 1.408, H32 1.099, H47 1.099, H76 1.097
23 C -7.44 -17.58 -0.06  O1 1.431, H29 1.088, H39 1.089, H64 1.091
24 C -10.71 -12.58 5.20  O7 1.440, H40 1.087, H61 1.086, H63 1.096
25 C -11.78 -17.42 -0.44  O3 1.443, H74 1.096, H75 1.088, H77 1.085
26 C -6.77 -13.52 4.25  O13 1.418, H35 1.099, H56 1.086, H60 1.095
27 H -14.07 -11.00 2.34  C15 1.086
28 H -11.46 -10.84 -0.03  C21 1.090
29 H -7.45 -17.53 -1.14  C23 1.088
30 H -7.24 -12.29 2.79  O13 0.968
31 H -11.49 -10.26 2.35  O6 0.967
32 H -11.57 -15.57 4.29  C22 1.099
33 H -11.51 -12.23 6.99  O7 0.959
34 H -9.34 -13.91 0.74  C16 1.094
35 H -7.71 -14.09 4.29  C26 1.099
36 H -10.20 -16.33 -0.13  O3 0.974
37 H -13.95 -12.37 3.52  C15 1.092
38 H -9.62 -13.90 -2.86  C14 1.093
39 H -7.56 -18.62 0.26  C23 1.089
40 H -11.36 -11.80 4.83  C24 1.087
41 H -9.43 -9.93 3.74  C19 1.095
42 H -9.32 -14.86 -1.44  C14 1.089
43 H -9.82 -19.04 4.04  C20 1.089
44 H -11.81 -14.74 6.31  O12 0.968
45 H -13.71 -15.00 1.54  C17 1.095
46 H -8.90 -15.01 2.09  C16 1.090
47 H -11.28 -17.14 5.07  C22 1.099
48 H -5.55 -11.24 1.39  C18 1.097
49 H -8.26 -18.20 3.88  C20 1.094
50 H -15.60 -16.43 0.40  O4 0.959
51 H -13.79 -16.49 2.48  C17 1.091
52 H -7.52 -12.57 -0.01  O10 0.972
53 H -8.20 -14.99 -2.81  C14 1.091
54 H -14.19 -12.66 1.79  C15 1.090
55 H -8.87 -19.13 2.53  C20 1.087
56 H -6.39 -13.40 5.26  C26 1.086
57 H -6.03 -11.05 -0.30  C18 1.089
58 H -6.89 -10.20 1.02  C18 1.092
59 H -10.67 -12.33 -0.52  C21 1.095
60 H -6.05 -14.10 3.65  C26 1.095
61 H -10.73 -13.48 4.60  C24 1.086
62 H -11.96 -12.84 1.99  O11 0.971
63 H -9.68 -12.19 5.18  C24 1.096
64 H -6.49 -17.19 0.31  C23 1.091
65 H -9.05 -8.92 2.33  C19 1.088
66 H -9.36 -10.66 2.14  C19 1.097
67 H -8.93 -17.14 1.22  O1 0.972
68 H -11.11 -15.25 1.28  O9 0.970
69 H -9.86 -16.64 3.47  O2 0.964
70 H -9.34 -13.29 2.36  C16 1.089
71 H -12.67 -13.11 -1.09  O8 0.963
72 H -7.75 -12.65 -2.28  O5 0.962
73 H -11.16 -11.16 -1.74  C21 1.097
74 H -11.16 -18.16 -0.95  C25 1.096
75 H -12.02 -17.73 0.58  C25 1.088
76 H -12.93 -16.61 4.73  C22 1.097
77 H -12.68 -17.32 -1.03  C25 1.085
78 H -15.22 -15.46 2.31  C17 1.094

Atomic charges from the Löwdin analysis, expressed in e, are listed below:
1. O -0.1642
2. O -0.1556
3. O -0.1633
4. O -0.1195
5. O -0.1365
6. O -0.1358
7. O -0.1277
8. O -0.1100
9. O -0.1482
10. O -0.1641
11. O -0.1675
12. O -0.1067
13. O -0.1353
14. C -0.1120
15. C -0.1086
16. C -0.1139
17. C -0.1435
18. C -0.1217
19. C -0.1578
20. C -0.0959
21. C -0.1476
22. C -0.1643
23. C -0.1020
24. C -0.1057
25. C -0.1140
26. C -0.1597
27. H 0.0854
28. H 0.0687
29. H 0.0788
30. H 0.0153
31. H 0.0160
32. H 0.0562
33. H 0.0856
34. H 0.0634
35. H 0.0593
36. H 0.0152
37. H 0.0773
38. H 0.0880
39. H 0.0772
40. H 0.0790
41. H 0.0707
42. H 0.0496
43. H 0.0792
44. H 0.0315
45. H 0.0599
46. H 0.0679
47. H 0.0680
48. H 0.0812
49. H 0.0911
50. H 0.0756
51. H 0.0661
52. H 0.0338
53. H 0.0840
54. H 0.0649
55. H 0.0760
56. H 0.0771
57. H 0.0795
58. H 0.0741
59. H 0.0651
60. H 0.0793
61. H 0.0596
62. H 0.0460
63. H 0.0770
64. H 0.0822
65. H 0.0741
66. H 0.0637
67. H 0.0331
68. H 0.0431
69. H 0.0580
70. H 0.0686
71. H 0.0718
72. H 0.0940
73. H 0.0781
74. H 0.0828
75. H 0.0759
76. H 0.0743
77. H 0.0719
78. H 0.0866

=====

ORCA calculation (wB97M-V/def2-TZVPD) on C13H24N2OSi2 in the gas phase at a distorted geometry.

## Properties
Energy relative to the best compared isomer or geometry (same formula, charge and spin) (kcal per mole): 22.6
E_LUMO (eV): 0.624
Structure (SMILES): C[Si](C)(C)NC(=O)N(c1ccccc1)[Si](C)(C)C
Energy (eV): -34656.3684

Bonds (Å) are listed after each position.
Atoms and positions in Å:
1 Si -0.64 2.90 0.96  N5 1.750, C6 1.867, C12 1.925, C17 1.880
2 Si -1.22 -1.83 -0.12  N4 1.817, C8 1.874, C9 1.875, C18 1.835
3 O 0.38 1.44 -1.16  C7 1.188
4 N 0.18 -0.68 -0.31  Si2 1.817, C7 1.396, C16 1.393
5 N -0.78 1.18 0.69  Si1 1.750, C7 1.349, H32 1.016
6 C 1.18 3.28 0.83  Si1 1.867, H25 1.086, H38 1.120, H40 1.073
7 C -0.04 0.70 -0.33  O3 1.188, N4 1.396, N5 1.349
8 C -1.19 -2.47 1.64  Si2 1.874, H19 1.077, H22 1.102, H26 1.089
9 C -0.90 -3.33 -1.20  Si2 1.875, H23 1.125, H31 1.039, H34 1.017
10 C 3.18 -0.96 -2.43  C11 1.387, C14 1.378, H28 1.077
11 C 1.94 -0.55 -1.97  C10 1.387, C16 1.409, H21 1.087
12 C -1.43 2.96 2.72  Si1 1.925, H20 1.087, H29 1.142, H30 1.090
13 C 3.36 -2.50 -0.58  C14 1.384, C15 1.378, H37 1.094
14 C 3.92 -1.84 -1.66  C10 1.378, C13 1.384, H41 1.090
15 C 2.10 -2.12 -0.17  C13 1.378, C16 1.364, H33 1.072
16 C 1.40 -1.13 -0.80  N4 1.393, C11 1.409, C15 1.364
17 C -1.70 3.88 -0.25  Si1 1.880, H24 1.070, H27 1.065, H35 1.060
18 C -2.75 -0.89 -0.47  Si2 1.835, H36 1.094, H39 1.080, H42 1.038
19 H -0.74 -3.45 1.73  C8 1.077
20 H -1.13 3.82 3.31  C12 1.087
21 H 1.24 0.15 -2.41  C11 1.087
22 H -0.79 -1.83 2.44  C8 1.102
23 H 0.15 -3.41 -1.62  C9 1.125
24 H -1.59 4.94 -0.23  C17 1.070
25 H 1.67 2.43 1.29  C6 1.086
26 H -2.26 -2.54 1.80  C8 1.089
27 H -1.44 3.46 -1.19  C17 1.065
28 H 3.51 -0.64 -3.41  C10 1.077
29 H -2.57 3.01 2.69  C12 1.142
30 H -1.12 2.06 3.24  C12 1.090
31 H -1.55 -3.47 -1.99  C9 1.039
32 H -1.05 0.45 1.34  N5 1.016
33 H 1.66 -2.63 0.66  C15 1.072
34 H -1.06 -4.15 -0.62  C9 1.017
35 H -2.70 3.61 -0.02  C17 1.060
36 H -2.53 -0.19 -1.29  C18 1.094
37 H 3.91 -3.34 -0.15  C13 1.094
38 H 1.44 4.17 1.47  C6 1.120
39 H -3.66 -1.44 -0.70  C18 1.080
40 H 1.68 3.48 -0.10  C6 1.073
41 H 4.89 -2.19 -2.00  C14 1.090
42 H -2.97 -0.31 0.36  C18 1.038

Atomic charges from the Löwdin analysis, expressed in e, are listed below:
1. Si 0.5107
2. Si 0.5425
3. O 0.0552
4. N -0.0160
5. N 0.0356
6. C -0.1644
7. C -0.6558
8. C -0.1684
9. C -0.1280
10. C -0.0730
11. C 0.0007
12. C -0.1703
13. C -0.0843
14. C -0.1133
15. C -0.0607
16. C -0.2934
17. C -0.1498
18. C -0.1499
19. H 0.0219
20. H 0.0129
21. H 0.1082
22. H 0.0397
23. H 0.0651
24. H 0.0260
25. H 0.0319
26. H 0.0251
27. H 0.0141
28. H 0.1012
29. H 0.0512
30. H 0.0108
31. H 0.0073
32. H 0.0871
33. H 0.1043
34. H -0.0118
35. H 0.0102
36. H 0.0539
37. H 0.1092
38. H 0.0438
39. H 0.0442
40. H 0.0274
41. H 0.1004
42. H -0.0017

=====

Which of these has the lowest energy relative to the best compared isomer or geometry (same formula, charge and spin)? C13H52O13